Record 1
# CH25O12

A 12-piece molecular cluster, CH25O12 overall (the ωB97M-V functional and the def2-TZVPD basis, the Open Molecules 2025 dataset).

Results
E_LUMO: 2.51 eV
ΔE to the lowest compared entry with this formula, charge and spin: 74.71 kcal/mol
frontier orbital gap: 8.32 eV
calculated total energy: -26012.26655 eV
net charge: -1
E_HOMO: -5.8107 eV
spin multiplicity: 1

The geometry in XYZ format:
```
38
Properties=species:S:1:pos:R:3:forces:R:3:mulliken_charge:R:1
C -1.634714 -27.233945 -19.021601 -2.78 4.24 2.45 -0.6666
O -2.970413 -26.707298 -18.774273 -0.25 -0.43 -0.97 -0.6532
H -1.688833 -28.251268 -19.007250 0.57 -3.10 0.37 0.5787
H -1.210727 -26.662785 -18.155723 1.76 -1.29 -1.29 -0.2141
H -1.455226 -26.902725 -19.998496 1.67 0.50 -1.46 0.2440
O -4.289367 -26.838338 -21.356371 0.71 -0.02 -0.64 -0.6925
H -3.789666 -26.778721 -20.517409 -0.22 -0.15 0.57 0.2710
H -3.661322 -27.304690 -21.936592 -0.53 0.26 0.25 0.3067
O 1.483307 -27.785345 -17.302091 -0.01 -0.44 0.18 -0.6892
H 0.795699 -27.122652 -17.461799 0.36 0.57 0.06 0.2699
H 1.015310 -28.623393 -17.408912 0.02 0.25 -0.11 0.4597
O -5.339425 -25.474782 -18.489325 -6.09 2.81 -2.11 -0.6932
H -5.401729 -25.189008 -19.440806 0.09 -0.59 1.58 0.2941
H -4.528919 -25.807195 -18.406557 5.51 -2.27 0.59 0.3488
O -2.675958 -24.166206 -19.983251 -0.91 -0.32 -1.40 -0.7794
H -3.388359 -24.076857 -20.680519 1.36 -0.23 1.14 0.3054
H -2.790804 -25.093971 -19.643334 -0.22 0.25 0.25 0.4375
O -2.584026 -24.762446 -17.045814 -0.03 1.75 -2.78 -0.6726
H -2.464068 -25.285916 -16.326984 0.55 -1.77 4.38 0.3203
H -2.640820 -25.519740 -17.667464 -0.59 0.24 -1.08 0.3508
O 0.165265 -23.986695 -19.773420 -3.74 2.18 0.27 -0.6825
H -0.799807 -24.235406 -20.042260 1.43 0.98 0.82 0.3860
H 0.643584 -24.685789 -20.082512 2.30 -2.98 -1.73 0.3393
O 0.550688 -25.215351 -17.468893 4.44 -0.37 -6.13 -0.7855
H 0.515332 -24.607150 -18.387740 -0.66 -1.65 3.47 0.4396
H -0.059144 -24.930290 -16.902481 -4.15 2.19 3.38 0.2616
O -2.279956 -28.619499 -16.084515 2.42 1.39 -2.49 -0.6586
H -3.193974 -28.832408 -16.151948 -1.15 -0.07 -0.43 0.3034
H -1.991668 -28.238737 -17.013901 -1.29 -1.35 2.64 0.3641
O -1.082761 -26.622599 -14.492342 1.11 1.16 2.22 -0.6663
H -1.248371 -27.075133 -15.322132 0.83 -0.89 0.32 0.3860
H -0.222999 -26.761134 -13.970751 -1.96 -0.24 -2.29 0.2847
O 0.260783 -30.025460 -18.362564 0.59 -1.38 -3.27 -0.6689
H 0.021643 -30.065142 -19.408791 1.23 0.06 3.93 0.3332
H 1.156239 -30.478781 -18.228320 -1.92 0.84 -0.76 0.3131
O -4.400254 -28.940966 -18.996016 -2.15 -1.47 0.69 -0.7174
H -5.089962 -28.488642 -18.467138 0.33 -0.42 -0.65 0.3438
H -3.705120 -28.322833 -18.880952 1.40 1.76 0.02 0.2983
```
Positions in Å, forces in eV/Å.



Record 2
# C7H19Ag3FO6P

C7H19Ag3FO6P as an isolated structure (the ωB97M-V functional and the def2-TZVPD basis, the Open Molecules 2025 dataset).

Results
E_LUMO: -10.04 eV
ΔE to the lowest compared entry with this formula, charge and spin: 65.71 kcal/mol
frontier orbital gap: 4.75 eV
calculated total energy: -43836.19956 eV
net charge: +2
E_HOMO: -14.7925 eV
spin multiplicity: 1

The geometry in XYZ format:
```
37
Properties=species:S:1:pos:R:3:forces:R:3:mulliken_charge:R:1
Ag 3.470112 3.944665 -0.500981 -0.39 -0.72 0.27 0.8432
Ag -0.099034 3.634416 -2.017187 -0.28 -1.00 0.07 0.8292
Ag 2.311639 1.677313 -3.362578 -0.27 -0.33 0.69 0.8115
F 1.863894 2.121185 -1.087743 0.41 1.44 -1.26 -0.5940
C 2.438449 -0.267714 1.261971 -0.68 0.20 0.96 -0.4979
O 2.231617 -0.484833 2.679069 -0.54 0.56 0.51 -0.3783
P 0.917118 0.025622 3.529856 0.13 -0.01 -2.14 1.0230
O 1.069310 -0.093893 4.970012 -0.06 -0.24 -0.48 -0.6441
O 0.698467 1.619325 3.019209 0.35 -1.37 -0.54 -0.3451
C 1.886126 2.407440 2.942536 1.37 -0.62 1.38 -0.2853
O -0.282573 -0.787045 2.773415 1.68 4.99 -0.20 -0.1989
C -0.613874 -2.090092 3.023096 -0.01 -1.35 1.31 -0.7484
H 1.758504 0.516625 0.929440 -0.04 -0.07 -0.29 0.0885
H 2.255166 -1.196015 0.720894 0.04 0.05 0.04 0.3320
H 3.463920 0.072083 1.116882 0.05 -0.17 0.09 0.2872
H 2.247498 2.789557 1.987818 -1.06 0.04 -1.00 -0.3138
H 2.758364 1.811522 3.211198 0.01 -0.24 0.33 0.3686
H 1.931013 3.239340 3.645404 -0.75 -0.03 0.04 0.4083
H -1.693900 -2.158491 2.892789 0.18 -0.49 -0.22 0.2199
H -0.371535 -2.263343 4.071603 -0.18 -0.74 0.03 0.4242
H 0.003050 -2.709497 2.372061 -0.44 -0.48 0.05 0.2641
C -1.413041 0.499732 -4.170492 -0.91 0.43 0.03 -0.7545
O -1.187161 1.293021 -2.976638 0.38 -0.23 -0.45 -0.3140
C -0.818288 0.476217 -1.882859 -0.66 -0.92 1.41 0.0163
C -1.807726 -0.670810 -1.425492 -0.12 -0.58 -0.44 -0.6618
O -1.828276 -1.808509 -2.299676 -0.05 -0.07 0.25 -0.3777
C -2.725015 -2.882414 -1.869795 -0.36 0.82 -0.79 -0.7614
H -2.295668 -0.126557 -4.040717 -0.08 0.17 0.15 0.2463
H -0.616065 -0.216702 -4.369618 0.43 0.36 -0.09 0.3607
H -1.626028 1.231479 -4.949779 0.35 -0.32 -0.19 0.2805
H -0.704493 1.189598 -1.066632 -0.29 -0.18 0.52 0.1911
H 0.193151 0.086218 -1.996854 0.14 -0.50 -0.40 0.2580
H -2.828955 -0.321297 -1.273754 -0.16 0.59 -0.36 0.3735
H -1.556280 -1.062935 -0.440038 0.70 0.45 0.32 0.3449
H -3.769032 -2.599886 -2.005056 -0.12 0.55 0.16 0.3406
H -2.622771 -3.192095 -0.829724 0.55 0.02 -0.04 0.2850
H -2.637681 -3.703228 -2.581642 0.68 0.00 0.29 0.2786
```
Positions in Å, forces in eV/Å.



Record 3
# C22H27N3O4

The molecule C22H27N3O4 (the ωB97M-V functional and the def2-TZVPD basis, the Open Molecules 2025 dataset).

Results
E_LUMO: 0.63 eV
ΔE to the lowest compared entry with this formula, charge and spin: 60.47 kcal/mol
frontier orbital gap: 9.35 eV
SMILES string: COCC(=O)N1CCC(Oc2ccc(C(=O)NCCc3ccncc3)cc2)CC1
calculated total energy: -35913.06845 eV
net charge: 0
E_HOMO: -8.7187 eV
spin multiplicity: 1

The geometry in XYZ format:
```
56
Properties=species:S:1:pos:R:3:forces:R:3:mulliken_charge:R:1
C -8.367394 -0.261907 -0.856354 -0.06 -0.07 -0.09 -0.6524
O -7.659748 0.332943 0.206118 0.10 0.10 0.18 -0.3582
C -6.939048 -0.598900 0.980516 -0.15 -0.08 0.10 -0.8280
C -5.771492 -1.278132 0.252256 -0.40 0.08 0.04 1.0030
O -5.687318 -2.492206 0.227444 -0.07 -0.29 0.16 -0.6636
N -4.869995 -0.478149 -0.355734 0.21 0.07 -0.30 0.0983
C -4.804046 0.962260 -0.271409 0.05 0.34 0.35 -0.8203
C -3.582584 1.385252 0.547033 0.27 0.00 -0.34 -0.6651
C -2.309572 0.810324 -0.077468 -0.40 -0.28 0.00 0.0503
O -1.232974 1.181184 0.768018 0.13 0.10 0.11 -0.4343
C 0.046256 1.121359 0.321304 0.30 0.03 0.09 0.8715
C 0.449428 0.795535 -0.971051 -0.36 0.02 0.04 -0.1843
C 1.792404 0.791728 -1.289920 0.32 0.07 0.13 -1.0751
C 2.768630 1.113542 -0.352316 -0.36 -0.15 -0.11 0.9697
C 4.185978 1.033544 -0.798116 0.00 0.18 -0.06 0.4557
O 4.507964 0.447302 -1.815085 -0.03 -0.08 -0.12 -0.6871
N 5.097244 1.689171 -0.029428 0.07 0.23 0.26 -0.1105
C 6.510086 1.457976 -0.197461 0.25 -0.08 0.00 -0.8205
C 7.020234 0.365316 0.763264 -0.15 0.10 -0.25 -1.0428
C 6.203456 -0.877364 0.564469 0.06 -0.17 0.15 0.7060
C 5.075934 -1.125359 1.338504 0.15 -0.09 -0.10 -0.0976
C 4.293836 -2.231260 1.048858 -0.10 0.20 0.22 -0.4592
N 4.564754 -3.078516 0.072899 -0.33 -0.42 -0.09 -0.6439
C 5.641566 -2.849266 -0.659132 0.29 0.08 -0.18 -0.3786
C 6.488222 -1.772096 -0.459694 -0.12 0.01 0.19 -0.2750
C 2.359554 1.427527 0.942902 0.00 -0.01 -0.20 -0.5432
C 1.022734 1.432299 1.272019 -0.25 -0.01 0.02 -1.2104
C -2.443840 -0.712706 -0.187787 0.06 0.30 -0.16 -0.5425
C -3.702102 -1.070115 -0.976883 0.17 -0.36 0.03 -1.0877
H -7.691418 -0.762010 -1.558314 -0.03 0.00 -0.03 0.2914
H -9.091346 -0.995096 -0.483515 0.01 0.01 -0.03 0.3051
H -8.892284 0.544214 -1.364780 -0.02 -0.08 -0.05 0.2355
H -6.560604 -0.050703 1.848355 -0.02 -0.07 -0.03 0.3102
H -7.598950 -1.404405 1.331634 0.19 0.09 -0.05 0.3857
H -5.717493 1.359761 0.164477 0.10 -0.01 -0.13 0.5567
H -4.712406 1.358769 -1.290399 -0.10 0.04 0.06 0.2019
H -3.515930 2.472633 0.586015 0.01 0.04 0.02 0.4141
H -3.666974 1.011264 1.568452 -0.02 -0.01 0.06 0.2375
H -2.173228 1.250982 -1.076281 0.00 -0.02 0.09 0.1997
H -0.266857 0.541071 -1.736001 -0.09 -0.02 -0.04 0.4018
H 2.115148 0.529844 -2.286154 0.02 -0.04 -0.07 0.4517
H 4.800426 2.111032 0.834742 -0.08 -0.02 -0.13 0.2156
H 6.649034 1.131261 -1.230565 0.06 0.12 0.12 0.3864
H 7.054770 2.391452 -0.032417 -0.01 -0.08 -0.08 0.3967
H 6.929404 0.715438 1.794374 0.06 -0.02 0.01 0.3428
H 8.072493 0.174556 0.549168 0.04 0.01 0.07 0.4108
H 4.808108 -0.468577 2.153673 -0.02 0.06 0.08 0.3235
H 3.402028 -2.446766 1.623691 -0.06 0.05 0.10 0.3829
H 5.828452 -3.564638 -1.449155 0.10 -0.01 -0.09 0.3694
H 7.346502 -1.623040 -1.096748 0.09 0.00 -0.10 0.3881
H 3.074789 1.651648 1.721339 0.06 0.01 0.07 0.2028
H 0.697876 1.671082 2.272643 -0.03 0.02 0.11 0.4122
H -1.566510 -1.144091 -0.670868 0.02 -0.03 0.01 0.5248
H -2.513906 -1.128549 0.819163 0.01 -0.01 0.03 0.2467
H -3.848030 -2.151186 -0.995940 0.04 0.18 -0.10 0.4983
H -3.621260 -0.697246 -2.004349 -0.02 -0.04 0.00 0.3338
```
Positions in Å, forces in eV/Å.



Record 4
# C6H11N2

An isolated ion of composition C6H11N2 and charge +1 (the ωB97M-V functional and the def2-TZVPD basis, the Open Molecules 2025 dataset).

Results
E_LUMO: -3.99 eV
ΔE to the lowest compared entry with this formula, charge and spin: 60.49 kcal/mol
frontier orbital gap: 9.21 eV
SMILES string: C=CC(=C)C(=[NH2+])NC
calculated total energy: -9372.11133 eV
net charge: +1
E_HOMO: -13.2037 eV
spin multiplicity: 1

The geometry in XYZ format:
```
19
Properties=species:S:1:pos:R:3:forces:R:3:mulliken_charge:R:1
C -1.904610 2.007743 1.667186 -0.72 -1.87 1.34 -0.9344
C -1.259638 0.945277 1.171719 0.56 -0.92 0.57 -0.1911
C -0.521830 0.979499 -0.093192 1.70 -0.48 -2.26 1.1857
C -0.701396 1.798849 -1.155667 0.34 -1.82 2.76 -1.3783
C 0.591934 -0.080329 -0.339678 -2.29 -0.67 0.80 0.9310
N 1.716074 0.246813 -0.967389 -2.30 -0.39 1.05 -0.3549
N 0.223380 -1.347073 -0.014363 0.96 0.37 1.15 -0.1635
C 0.973144 -2.610190 -0.176710 0.98 -0.21 -0.69 -0.8285
H -2.307567 1.790302 2.664160 -0.05 0.55 -0.34 0.2488
H -2.219887 2.940803 1.228667 0.60 0.07 -0.38 0.2981
H -1.116378 -0.032140 1.808477 -0.46 2.31 -1.04 0.0472
H -0.133437 1.962608 -1.996503 1.80 -0.54 -1.74 0.2549
H -1.504841 2.409807 -1.237306 -2.60 1.87 0.46 0.3455
H 1.628357 1.052565 -1.560071 0.91 0.23 -0.04 0.2186
H 2.407706 -0.453320 -0.969987 1.25 -0.37 -0.81 0.2021
H -0.452934 -1.472773 0.723510 -0.55 0.74 -0.29 0.2112
H 1.549421 -2.979104 0.760224 -0.84 1.06 -1.58 0.2901
H 0.296092 -3.467430 -0.498690 0.68 1.43 0.33 0.3027
H 1.625339 -2.306958 -1.032583 0.04 -1.35 0.71 0.3147
```
Positions in Å, forces in eV/Å.



Q: What is the E_HOMO in the first record?
A: -5.8107 eV



Q: The highest frontier orbital gap belongs to which entry?
A: C22H27N3O4



Q: Which value of net charge does entry 4 give?
A: +1